The following is a quantum chemistry calculation of one molecule with the formula C5H12N2O at a distorted geometry, from the OMol25 dataset.

Electronic energy, hartree: -382.44434
Energy above the lowest of the compared OMol25 structures with the same formula, charge and spin, kcal/mol: 36.5
SMILES string: C[C@@H](N)C(=O)N(C)C
Orbital gap, eV: 9.541
Multiplicity: 1
HOMO energy, eV: -8.7

CARTESIAN COORDINATES (ANGSTROEM)
C 0.05173 -2.50545 -0.39019
C -0.57569 -1.13431 -0.36767
N -1.72570 -1.10999 0.47828
C 0.45768 -0.08471 0.11070
O 1.57867 -0.38898 0.46418
N 0.01063 1.24069 0.11369
C -0.48806 1.68444 -1.19593
C 0.90298 2.21080 0.79097
H -0.72508 -3.18114 -0.77055
H 0.38465 -2.86578 0.57607
H 0.82219 -2.57172 -1.15554
H -0.80618 -0.79216 -1.34249
H -2.35312 -0.33007 0.45201
H -1.52584 -1.44464 1.40387
H -0.37768 2.75840 -1.34445
H -1.55253 1.46613 -1.29745
H 0.06170 1.28622 -2.02484
H 1.84308 1.72460 1.04657
H 1.18895 3.01896 0.11999
H 0.30923 2.60220 1.61356

What are the Löwdin partial charges on each atom? They are as follows, in elementary charge units:
1. C -0.057
2. C -0.399
3. N 0.060
4. C -0.421
5. O 0.075
6. N -0.152
7. C -0.069
8. C -0.044
9. H 0.082
10. H 0.083
11. H 0.083
12. H 0.116
13. H 0.071
14. H 0.083
15. H 0.082
16. H 0.084
17. H 0.084
18. H 0.078
19. H 0.076
20. H 0.084